(1)
Here is one molecule with the formula C4H6N2O in a non-equilibrium geometry from the Open Molecules 2025 dataset. Energies are from ωB97M-V/def2-TZVPD.

Each line ends with the Löwdin charge.
CARTESIAN COORDINATES (ANGSTROEM)
1 C 2.2366 -0.1232 -0.0439  -0.041
2 C 0.7451 -0.4046 -0.0155  -0.314
3 N 0.1335 -0.5697 -1.1371  0.067
4 C -1.1748 -0.2278 -0.9930  -0.124
5 C -1.4295 0.1589 0.2851  -0.411
6 O -2.6065 0.5657 0.8260  0.069
7 N -0.2714 0.0935 1.0019  0.159
8 H 2.8916 -0.8165 -0.5986  0.081
9 H 2.6056 -0.0473 0.9676  0.057
10 H 2.3533 0.8379 -0.5601  0.076
11 H -1.8323 -0.2213 -1.8423  0.099
12 H -3.2405 0.5008 0.0917  0.118
13 H -0.4107 0.2534 2.0182  0.164

As for the structure (SMILES): Cc1ncc(O)[nH]1. For the total energy, the calculation gives -9272.02639 eV. The calculation puts the LUMO energy at 0.71 eV. The relative energy (zero: lowest compared OMol25 entry of this formula, charge and spin) is 142.36 kJ/mol. For the molecular weight, the calculation gives 98.10 u.

=====

(2)
Here is one molecule with the formula C19H23ClN2O4 from the Open Molecules 2025 dataset. Energies are from ωB97M-V/def2-TZVPD.

Each line ends with the Löwdin charge.
CARTESIAN COORDINATES (ANGSTROEM)
1 O -0.5750 4.4721 0.9411  0.057
2 C -0.1634 3.4699 1.4888  -0.472
3 N 0.3746 2.4194 0.8635  0.089
4 H 0.6437 1.5839 1.3692  0.101
5 C 0.4448 2.3212 -0.5764  -0.148
6 H -0.0024 3.2279 -0.9897  0.128
7 H 1.4955 2.2685 -0.8785  0.124
8 C -0.3029 1.0743 -1.0631  -0.143
9 C -0.2396 0.9318 -2.5576  -0.255
10 C -1.2923 1.1683 -3.3285  -0.056
11 C -1.2914 1.0610 -4.8225  -0.198
12 C 0.1262 0.9882 -5.3816  -0.207
13 C 0.9493 0.0044 -4.5588  -0.201
14 C 1.0908 0.5270 -3.1320  -0.160
15 H 1.7586 1.3944 -3.1307  0.119
16 H 1.5475 -0.2346 -2.4947  0.119
17 H 1.9363 -0.1352 -5.0043  0.107
18 H 0.4445 -0.9639 -4.5448  0.117
19 H 0.1004 0.6846 -6.4300  0.106
20 H 0.5900 1.9752 -5.3273  0.116
21 H -1.8503 0.1634 -5.1107  0.113
22 H -1.8225 1.9165 -5.2480  0.109
23 H -2.2375 1.4465 -2.8813  0.109
24 H 0.1540 0.2048 -0.5834  0.091
25 H -1.3429 1.1450 -0.7383  0.123
26 C -0.2431 3.3599 3.0220  -0.047
27 H -1.2918 3.1888 3.2913  0.137
28 H 0.0928 4.3054 3.4523  0.140
29 O 0.5706 2.3314 3.5744  0.014
30 C -0.0136 1.1854 3.9016  -0.498
31 O -1.1875 0.9457 3.8128  0.131
32 C 1.0153 0.1759 4.4207  -0.056
33 N 0.7028 -1.1368 3.9015  0.085
34 C 0.5653 -1.2674 2.5565  -0.419
35 O 0.8411 -0.3518 1.7989  0.072
36 C 0.0976 -2.5935 2.0791  -0.128
37 C -0.6299 -2.6485 0.8931  0.003
38 C -1.0860 -3.8558 0.4015  -0.084
39 C -0.7990 -5.0221 1.0951  -0.668
40 C -0.0598 -4.9875 2.2692  -0.096
41 C 0.3833 -3.7742 2.7602  -0.024
42 H 0.9794 -3.7558 3.6604  0.115
43 H 0.1664 -5.9049 2.7895  0.107
44 Cl -1.3597 -6.5368 0.4900  0.688
45 H -1.6568 -3.8958 -0.5126  0.110
46 H -0.8424 -1.7307 0.3669  0.113
47 H 0.2234 -1.7851 4.5043  0.143
48 H 2.0076 0.4841 4.0811  0.136
49 H 0.9877 0.1550 5.5100  0.139

As for the structure (SMILES): O=C(COC(=O)CNC(=O)c1ccc(Cl)cc1)NCCC1=CCCCC1. For the total energy, the calculation gives -43770.58301 eV. The calculation puts the LUMO energy at 0.16 eV. The relative energy (zero: lowest compared OMol25 entry of this formula, charge and spin) is 1.77 kJ/mol. For the molecular weight, the calculation gives 378.86 u.

=====

(3)
Here is a 14-piece molecular cluster, C6H39N2O13 overall in a non-equilibrium geometry from the Open Molecules 2025 dataset. Energies are from ωB97M-V/def2-TZVPD.

Each line ends with the Löwdin charge.
CARTESIAN COORDINATES (ANGSTROEM)
1 C 3.7675 2.2584 0.3495  -0.062
2 C 2.4893 2.4976 -0.4159  -0.289
3 C 2.3947 1.5192 -1.6532  -0.111
4 C 1.2058 0.5486 -1.7361  -0.076
5 C -0.0377 1.0104 -1.6136  -0.181
6 N -1.0613 0.0618 -1.3490  0.014
7 C -2.0254 -0.2599 -2.0888  -0.023
8 N 1.2814 2.4503 0.5087  0.191
9 H 3.9636 3.0555 1.0679  0.087
10 H 4.6353 2.2825 -0.3064  0.096
11 H 3.7995 1.2796 0.8328  0.083
12 H 2.4815 3.5192 -0.7906  0.143
13 H 3.2724 0.8726 -1.6484  0.101
14 H 2.4477 2.1560 -2.5374  0.114
15 H 1.4246 -0.5040 -1.7965  0.066
16 H -0.2915 2.0587 -1.5414  0.119
17 H -2.6887 -1.0618 -1.7643  0.052
18 H -2.3190 0.1965 -3.0364  0.078
19 H 0.8579 3.3593 0.7176  0.121
20 H 0.4797 1.8327 0.3249  0.075
21 H 1.7213 2.0332 1.3409  0.116
22 H -1.2648 4.9636 1.0141  0.070
23 H -1.4303 3.5355 0.7033  0.047
24 O -0.8629 4.2708 0.4769  -0.036
25 H 3.5305 1.1789 3.0721  0.029
26 H 3.5144 2.5605 3.5780  0.059
27 O 2.9075 1.8255 3.4188  -0.059
28 H -0.4230 1.3973 -4.7043  0.046
29 H -1.0649 2.6493 -3.9912  0.039
30 O -1.2351 1.7822 -4.3642  -0.044
31 H 3.2473 -2.0158 -0.5946  0.054
32 H 2.2786 -2.4213 0.4273  0.011
33 O 2.4627 -2.5753 -0.5070  -0.042
34 H 0.3315 0.1625 1.7874  -0.011
35 H -1.0359 0.0937 1.1505  0.008
36 O -0.4492 0.7074 1.5963  -0.071
37 H -0.9845 -2.7352 1.1549  0.029
38 H -0.2098 -1.6996 0.2525  0.041
39 O -0.4981 -1.8980 1.1580  -0.048
40 H 2.0637 -0.5523 3.6340  0.060
41 H 1.4442 -1.1704 2.4649  0.005
42 O 1.6971 -0.2997 2.7849  -0.070
43 H -3.1011 -1.6658 0.5966  0.018
44 H -4.5859 -1.6580 0.3225  0.019
45 O -3.7636 -1.4522 -0.0655  -0.050
46 H 1.1830 -3.2302 -2.6380  0.043
47 H -0.2150 -2.7129 -2.8778  0.040
48 O 0.6543 -2.4255 -2.5985  -0.061
49 H -4.4286 -0.2429 -1.9486  -0.009
50 H -4.7003 1.1525 -1.2906  0.039
51 O -4.7441 0.6483 -2.1047  -0.048
52 H 1.8340 -3.0811 2.7262  0.030
53 H 3.2856 -3.3099 3.4390  0.065
54 O 2.4949 -2.7766 3.3446  -0.028
55 H -0.5203 -4.1947 -0.0679  0.029
56 H -1.6860 -5.2757 -0.0222  0.060
57 O -1.4680 -4.3406 -0.0339  -0.039
58 H -3.7851 -0.7847 2.7763  0.052
59 H -4.2652 -2.0788 3.2433  0.050
60 O -4.4682 -1.4360 2.5607  -0.040

For the total energy, the calculation gives -36445.26249 eV. The calculation puts the LUMO energy at -2.50 eV. The total charge is +1. The relative energy (zero: lowest compared OMol25 entry of this formula, charge and spin) is 194.17 kJ/mol. For the molecular weight, the calculation gives 347.38 u.

=====

(4)
Here is a 2-piece molecular cluster, C2H7S2 overall from the Open Molecules 2025 dataset. Energies are from ωB97M-V/def2-TZVPD.

Each line ends with the Löwdin charge.
CARTESIAN COORDINATES (ANGSTROEM)
1 S -1.4591 0.3887 2.0004  -0.186
2 H -1.8684 -0.4469 2.9628  -0.456
3 C 0.8681 0.9961 -2.2912  -0.202
4 C 0.9875 0.5449 -0.8471  -0.641
5 S 0.5420 -1.1980 -0.5377  0.546
6 H 1.7088 0.8438 -2.9585  0.053
7 H 0.5458 2.0368 -2.3666  0.059
8 H 0.0360 0.4897 -2.7645  0.045
9 H 1.9914 0.6761 -0.4521  0.045
10 H 0.3100 1.1416 -0.2404  0.024
11 H -0.1635 -0.8905 0.6062  -0.288

For the total energy, the calculation gives -23859.01046 eV. The calculation puts the LUMO energy at 3.65 eV. The total charge is -1. The relative energy (zero: lowest compared OMol25 entry of this formula, charge and spin) is 19.74 kJ/mol. For the molecular weight, the calculation gives 95.21 u.

=====

(5)
Here is C15H15AlN2O2SSe3Te as an isolated structure from the Open Molecules 2025 dataset. Energies are from ωB97M-V/def2-TZVPD.

Each line ends with the Löwdin charge.
CARTESIAN COORDINATES (ANGSTROEM)
1 Al -2.1035 -2.5483 -0.4154  -0.535
2 C 1.7724 -1.4968 0.3618  0.025
3 C 0.6486 -2.4187 0.0228  -0.258
4 O -0.4489 -1.8558 -0.2445  -0.039
5 C 0.7997 -3.8386 -0.0492  -0.074
6 C 2.0633 -4.4494 0.1241  -0.020
7 C 2.2345 -5.7953 -0.0403  -0.080
8 C 1.1358 -6.5940 -0.3948  -0.050
9 C -0.1116 -6.0454 -0.5518  0.013
10 C -0.3185 -4.6683 -0.3684  -0.252
11 O -1.5303 -4.1967 -0.4917  -0.053
12 H 1.3426 -0.5739 0.7511  0.058
13 H 2.3201 -1.2512 -0.5516  0.115
14 H 2.4594 -1.9330 1.0815  0.086
15 H 2.9174 -3.8369 0.3791  0.110
16 H 3.2078 -6.2449 0.0985  0.105
17 H 1.2751 -7.6565 -0.5474  0.112
18 H -0.9712 -6.6481 -0.8117  0.126
19 Se -2.8471 -1.7360 -2.5158  0.199
20 Se -4.9413 -1.0312 -1.7142  -0.126
21 Te -4.2894 -0.0420 0.4995  0.343
22 Se -3.3483 -2.1383 1.5329  0.142
23 N -0.3126 1.1778 -1.4895  0.094
24 C -0.3312 2.0135 -0.4198  -0.876
25 S -0.7460 1.4295 1.0780  0.627
26 N 0.0585 3.2859 -0.7064  0.047
27 C 0.0475 4.4368 0.1152  -0.257
28 C 1.0763 5.3599 -0.0434  -0.035
29 C 1.0917 6.5256 0.7048  -0.092
30 C 0.0817 6.7834 1.6179  -0.096
31 C -0.9576 5.8749 1.7564  -0.077
32 C -0.9843 4.7099 1.0071  -0.050
33 H -0.7322 0.2727 -1.3421  0.027
34 H -0.3811 1.5463 -2.4254  0.106
35 H 0.5233 3.4091 -1.5922  0.139
36 H 1.8677 5.1602 -0.7574  0.110
37 H 1.9040 7.2288 0.5744  0.102
38 H 0.0996 7.6894 2.2091  0.100
39 H -1.7647 6.0742 2.4492  0.105
40 H -1.8073 4.0215 1.1099  0.083

For the total energy, the calculation gives -243644.35414 eV. The calculation puts the LUMO energy at -0.97 eV. For the molecular weight, the calculation gives 678.83 u.